Entry from the OMol25 dataset: a structure of composition C28H78As2F15N7O11 (the ωB97M-V functional and the def2-TZVPD basis).

ORCA input file:
```
! wB97M-V def2-TZVPD RIJCOSX def2/J DEFGRID3
* xyz 2 1
C -3.750 -2.739 -17.477
C -2.282 -2.915 -17.929
C -2.101 -3.175 -19.441
O -0.836 -2.853 -19.910
C -0.479 -3.329 -21.207
N -1.668 -1.565 -17.682
H -1.600 -1.267 -16.713
H -0.740 -1.626 -18.095
H -2.196 -0.810 -18.110
H -3.759 -2.392 -16.443
H -4.232 -3.717 -17.459
H -4.354 -2.056 -18.073
H -1.651 -3.559 -17.317
H -2.899 -2.706 -20.024
H -2.353 -4.236 -19.542
H -0.579 -4.415 -21.236
H 0.599 -3.175 -21.257
H -1.006 -2.825 -22.016
C 2.208 -3.049 -10.917
C 1.959 -1.606 -11.186
C 2.641 -0.727 -10.174
O 2.201 0.586 -10.311
C 2.539 1.468 -9.249
N 2.347 -1.225 -12.633
H 3.327 -1.452 -12.830
H 1.700 -1.501 -13.368
H 2.228 -0.214 -12.642
H 2.009 -3.205 -9.854
H 3.233 -3.380 -11.075
H 1.454 -3.670 -11.397
H 0.883 -1.468 -11.074
H 3.722 -0.890 -10.143
H 2.265 -1.034 -9.194
H 1.945 2.346 -9.503
H 3.597 1.730 -9.265
H 2.191 1.099 -8.283
C -3.017 1.713 -12.608
C -1.988 1.087 -11.616
C -1.355 1.996 -10.548
O -2.318 2.225 -9.559
C -2.975 3.494 -9.624
N -2.681 -0.124 -10.998
H -3.466 -0.326 -11.606
H -2.088 -0.954 -11.041
H -2.826 -0.078 -9.992
H -3.156 1.081 -13.484
H -2.558 2.673 -12.850
H -3.994 1.987 -12.207
H -1.190 0.765 -12.287
H -0.863 2.922 -10.851
H -0.574 1.516 -9.952
H -4.029 3.425 -9.356
H -3.028 3.867 -10.649
H -2.465 4.221 -8.993
C 6.375 2.342 -15.167
C 5.055 2.020 -14.463
C 4.178 3.201 -13.940
O 3.097 2.543 -13.205
C 2.047 3.286 -12.653
N 4.285 0.944 -15.252
H 4.347 1.125 -16.248
H 4.741 0.051 -15.090
H 3.331 0.892 -14.931
H 7.079 2.939 -14.589
H 6.499 2.669 -16.201
H 6.918 1.401 -15.304
H 5.117 1.329 -13.620
H 3.781 3.788 -14.771
H 4.640 3.894 -13.236
H 2.379 4.009 -11.905
H 1.111 2.773 -12.427
H 1.507 3.935 -13.355
C -3.205 4.265 -17.089
C -3.854 3.289 -16.117
C -4.902 3.919 -15.196
O -5.940 4.521 -15.923
C -7.115 5.113 -15.276
N -4.551 2.221 -16.882
H -5.190 2.453 -17.637
H -3.809 1.656 -17.300
H -4.971 1.630 -16.171
H -3.970 4.744 -17.701
H -2.329 3.871 -17.601
H -2.808 5.158 -16.601
H -3.024 2.811 -15.595
H -4.367 4.656 -14.594
H -5.341 3.073 -14.656
H -7.962 4.432 -15.357
H -7.401 6.021 -15.804
H -6.859 5.342 -14.242
C 1.342 3.303 -21.497
C 1.489 1.796 -21.327
C 2.560 1.137 -22.162
O 2.360 -0.253 -22.355
C 1.504 -0.566 -23.418
N 1.588 1.302 -19.874
H 2.453 1.489 -19.377
H 0.749 1.613 -19.387
H 1.483 0.289 -19.873
H 0.457 3.874 -21.215
H 1.376 3.481 -22.572
H 2.082 3.834 -20.894
H 0.499 1.362 -21.470
H 3.543 1.384 -21.755
H 2.646 1.637 -23.131
H 1.927 -0.221 -24.364
H 0.477 -0.192 -23.394
H 1.387 -1.647 -23.359
N -0.952 -2.708 -13.825
O -1.756 -2.096 -13.097
O -1.223 -3.815 -14.207
O 0.064 -2.091 -14.175
As -2.519 1.186 -20.128
F -1.314 2.428 -19.593
F -3.989 2.209 -20.119
F -3.426 -0.247 -20.712
F -1.107 0.066 -20.265
F -2.977 0.685 -18.479
F -2.175 1.725 -21.743
As 0.297 1.392 -15.963
F 1.822 2.341 -16.236
F -0.402 2.444 -14.715
F -1.081 0.327 -15.813
F 0.789 0.269 -17.231
F 1.276 0.516 -14.800
F -0.603 2.377 -17.123
C 4.757 -2.965 -14.683
O 4.098 -3.063 -15.938
O 4.741 -1.662 -14.227
C 4.405 -4.030 -13.640
F 3.054 -4.253 -13.582
F 4.910 -5.234 -13.814
F 4.681 -3.652 -12.376
C 2.738 -2.789 -16.103
C 2.502 -2.838 -17.614
H 2.894 -1.971 -18.149
H 2.913 -3.771 -17.998
H 1.429 -2.755 -17.803
H 2.421 -1.799 -15.766
H 2.031 -3.541 -15.747
H 5.747 -3.211 -15.080
*
```

Computed properties:
LUMO level   -4.545 eV
Energy relative to the best compared isomer or geometry (same formula, charge and spin)   360.5 kJ/mol
Gap between HOMO and LUMO   7.340 eV

=====

Entry from the OMol25 dataset: a cluster of 11 separate species, C28H79NO11 in total (the ωB97M-V functional and the def2-TZVPD basis).

ORCA input file:
```
! wB97M-V def2-TZVPD RIJCOSX def2/J DEFGRID3
* xyz 0 1
C 2.433 4.656 2.283
O 1.898 4.094 1.070
C 0.511 4.179 0.847
C 0.063 5.593 0.487
C -1.438 5.623 0.266
N 0.757 6.117 -0.756
H 2.087 5.707 2.405
H 3.510 4.608 2.137
H 2.215 4.086 3.176
H 0.433 3.579 -0.085
H -0.141 3.721 1.671
H 0.249 6.239 1.377
H -1.883 4.729 -0.234
H -1.630 6.449 -0.441
H -2.108 5.777 1.058
H 1.727 5.747 -0.835
H 0.339 5.737 -1.651
C -5.049 -0.975 -1.232
C -4.173 -1.146 -0.048
C -4.927 -1.518 1.173
O -3.254 -2.258 -0.472
H -5.659 -1.866 -1.336
H -4.482 -0.835 -2.193
H -5.717 -0.107 -0.994
H -3.519 -0.287 0.193
H -5.523 -2.403 0.975
H -5.717 -0.789 1.561
H -4.388 -1.779 2.017
H -3.172 -2.826 0.327
C 0.252 0.726 0.651
C -0.475 0.385 -0.652
C -1.605 1.349 -0.971
O 0.446 0.291 -1.699
H 1.039 0.029 0.887
H -0.318 0.581 1.593
H 0.755 1.690 0.521
H -0.872 -0.640 -0.532
H -2.337 1.407 -0.099
H -2.101 0.773 -1.757
H -1.403 2.354 -1.313
H -0.076 -0.173 -2.382
C -1.180 -4.474 3.567
C -2.163 -4.491 2.372
C -3.571 -4.970 2.781
O -2.328 -3.170 1.874
H -0.296 -3.929 3.324
H -0.953 -5.521 3.852
H -1.694 -4.004 4.373
H -1.671 -5.106 1.628
H -4.176 -4.767 1.932
H -3.861 -4.310 3.616
H -3.579 -6.036 3.022
H -1.549 -2.896 1.305
C 3.827 -4.132 0.824
C 2.908 -3.207 0.054
C 2.199 -3.765 -1.150
O 2.117 -2.541 1.026
H 3.295 -4.650 1.636
H 4.594 -3.520 1.266
H 4.169 -4.863 0.146
H 3.511 -2.417 -0.433
H 3.032 -3.972 -1.812
H 1.615 -2.967 -1.677
H 1.480 -4.574 -0.881
H 1.941 -1.667 0.591
C -1.813 5.507 -4.909
C -1.111 4.566 -3.945
O 0.188 5.086 -3.586
H -2.063 6.503 -4.498
H -2.707 5.052 -5.251
H -1.116 5.671 -5.723
H -0.966 3.678 -4.446
H -1.681 4.399 -3.053
H 0.680 5.359 -4.392
C -0.912 1.090 4.464
C 0.319 1.898 4.291
O 1.457 1.468 4.989
H -1.137 1.018 5.491
H -0.747 0.136 4.017
H -1.779 1.571 3.934
H 0.094 2.900 4.574
H 0.621 1.978 3.258
H 1.135 1.084 5.815
C 0.285 0.364 -4.950
C -0.573 -0.960 -4.957
O -1.097 -1.186 -3.614
H 1.122 0.270 -4.300
H -0.301 1.277 -4.619
H 0.628 0.641 -5.946
H -0.033 -1.847 -5.289
H -1.404 -0.893 -5.567
H -1.046 -2.126 -3.466
C -1.422 -4.497 -1.692
C -2.337 -4.095 -2.788
O -1.705 -4.181 -4.108
H -0.601 -3.834 -1.468
H -0.952 -5.414 -1.981
H -2.009 -4.680 -0.844
H -2.752 -3.043 -2.599
H -3.218 -4.751 -2.717
H -2.374 -4.345 -4.810
C 5.012 1.220 -2.116
C 3.553 1.087 -2.054
O 3.224 -0.199 -1.704
H 5.539 0.901 -1.243
H 5.305 2.254 -2.208
H 5.461 0.604 -2.917
H 3.154 1.400 -3.063
H 3.162 1.767 -1.305
H 2.304 -0.266 -1.420
C 5.009 -0.475 4.111
C 4.181 -1.353 5.078
O 3.639 -0.602 6.136
H 5.508 -1.160 3.420
H 5.771 0.206 4.586
H 4.446 0.130 3.423
H 4.893 -2.112 5.503
H 3.400 -1.924 4.532
H 3.352 0.182 5.700
*
```

Computed properties:
LUMO level   0.548 eV
Energy relative to the best compared isomer or geometry (same formula, charge and spin)   27.1 kJ/mol
Gap between HOMO and LUMO   9.310 eV

=====

Entry from the OMol25 dataset: a structure of composition C28H80BN6O11Zr (the ωB97M-V functional and the def2-TZVPD basis).

ORCA input file:
```
! wB97M-V def2-TZVPD RIJCOSX def2/J DEFGRID3
* xyz -1 1
Zr -0.167 2.698 0.211
B -0.212 0.460 -0.298
H -0.046 1.139 -1.230
H -1.184 0.744 0.295
H -0.161 -0.717 -0.555
H 0.633 0.650 0.490
O -0.377 4.850 0.691
C -1.304 5.516 -0.097
C -2.156 4.589 -0.995
O -1.876 3.209 -0.931
H -0.851 6.287 -0.745
H -2.029 6.080 0.528
H -2.087 4.862 -2.065
H -3.250 4.708 -0.867
O 1.524 2.541 1.580
C 2.784 2.820 1.036
C 2.751 3.133 -0.494
O 1.469 3.254 -1.022
H 3.426 1.937 1.166
H 3.187 3.684 1.580
H 3.374 2.393 -1.019
H 3.209 4.132 -0.589
C 0.122 -3.714 -0.094
C 1.131 -4.821 -0.413
C 1.451 -5.693 0.781
O 1.772 -5.012 1.963
C 2.855 -4.094 1.863
N 0.571 -5.692 -1.482
H -0.233 -3.241 -1.006
H 0.551 -2.991 0.594
H -0.708 -4.199 0.430
H 2.061 -4.363 -0.782
H 2.260 -6.391 0.486
H 0.592 -6.330 1.005
H 2.834 -3.564 2.816
H 2.841 -3.459 0.989
H 3.807 -4.635 1.996
H 0.280 -5.088 -2.247
H 1.332 -6.220 -1.905
C -3.883 -1.631 1.304
C -3.643 -0.239 1.867
C -4.633 0.752 1.343
O -4.133 2.058 1.705
C -4.879 3.102 1.124
N -3.730 -0.317 3.339
H -3.953 -1.647 0.214
H -4.804 -2.043 1.725
H -3.044 -2.288 1.547
H -2.629 0.058 1.580
H -5.598 0.628 1.842
H -4.641 0.674 0.255
H -4.515 4.045 1.531
H -5.945 3.021 1.379
H -4.768 3.113 0.036
H -3.540 0.623 3.679
H -2.939 -0.893 3.629
C 0.944 -1.079 2.921
C 0.313 -0.234 3.994
C -0.473 -1.036 5.021
O -1.442 -1.833 4.365
C -1.495 -3.185 4.754
N 1.320 0.586 4.682
H 1.511 -1.934 3.290
H 1.417 -0.508 2.128
H 0.080 -1.563 2.439
H -0.425 0.410 3.483
H -1.041 -0.342 5.652
H 0.232 -1.627 5.617
H -2.372 -3.645 4.307
H -1.656 -3.263 5.843
H -0.554 -3.691 4.524
H 0.862 1.154 5.394
H 1.634 1.297 4.017
C 5.868 -2.265 2.599
C 5.996 -0.924 1.875
C 4.833 -0.520 1.000
O 4.394 -1.605 0.228
C 3.226 -1.224 -0.469
N 6.364 0.205 2.744
H 4.950 -2.455 3.154
H 6.706 -2.344 3.300
H 6.057 -3.038 1.851
H 6.830 -1.092 1.179
H 5.140 0.325 0.371
H 4.013 -0.151 1.642
H 2.364 -1.140 0.208
H 2.939 -1.960 -1.221
H 3.334 -0.250 -0.956
H 6.910 -0.154 3.519
H 5.508 0.557 3.171
C 1.364 2.127 -4.766
C 2.697 1.383 -4.742
C 3.826 2.314 -5.087
O 3.507 3.045 -6.249
C 4.497 3.984 -6.566
N 2.938 0.929 -3.354
H 1.529 3.171 -4.499
H 0.600 1.730 -4.096
H 0.880 2.096 -5.751
H 2.660 0.511 -5.397
H 4.764 1.754 -5.190
H 3.938 3.040 -4.264
H 5.499 3.559 -6.666
H 4.514 4.787 -5.810
H 4.188 4.475 -7.490
H 2.815 1.770 -2.792
H 2.162 0.333 -3.082
C -6.651 0.426 -1.754
C -6.125 -0.012 -3.122
C -4.995 -0.988 -3.004
O -3.924 -0.425 -2.322
C -2.771 -1.228 -2.420
N -7.178 -0.565 -3.983
H -7.696 0.751 -1.834
H -6.074 1.250 -1.351
H -6.687 -0.411 -1.051
H -5.720 0.904 -3.576
H -4.710 -1.340 -4.016
H -5.340 -1.939 -2.550
H -2.932 -2.193 -1.919
H -1.906 -0.696 -2.044
H -2.615 -1.471 -3.484
H -8.084 -0.148 -3.817
H -6.974 -0.366 -4.955
O -1.506 2.390 1.920
H -1.232 2.948 2.658
H -2.452 2.153 2.043
*
```

Computed properties:
LUMO level   2.467 eV
Gap between HOMO and LUMO   7.615 eV